# 1
3 unconnected molecules or ions with the total composition C40H34NO5. Source: OMol25; level of theory: ωB97M-V/def2-TZVPD.

For the energy above the lowest of the compared OMol25 structures with the same formula, charge and spin, the calculation gives 0.00 kcal per mole. For the HOMO energy, the calculation gives -10.975 eV. The total energy comes out at -1975.3926 a.u. As for the total charge: +1. The value obtained for the LUMO energy is -3.2 eV.

CARTESIAN COORDINATES (ANGSTROEM)
C 0.9607 -5.6999 2.2678
C 2.1148 -6.4430 2.4749
C 3.2335 -5.8816 3.0386
C 3.2538 -4.5397 3.4220
C 4.5487 -3.9933 4.0189
C 4.4680 -2.5667 4.5890
C 5.7789 -1.7326 4.3147
C 5.3815 -0.2888 3.9983
C 4.4264 0.4469 4.9927
O 3.5649 1.3149 4.1707
C 4.1591 1.3978 2.9068
N 4.6230 -0.0336 2.7420
C 2.0896 -3.8217 3.2215
C 0.9567 -4.3707 2.6379
H 0.0497 -6.1020 1.8273
H 2.0985 -7.4845 2.1526
H 4.1003 -6.5309 3.1706
H 5.2952 -3.9938 3.2054
H 4.9349 -4.7133 4.7536
H 4.2635 -2.5753 5.6683
H 3.6477 -1.9897 4.1428
H 6.3817 -1.7058 5.2271
H 6.2834 -2.1810 3.4520
H 6.2403 0.3927 3.9017
H 3.6880 -0.1945 5.4833
H 4.9182 1.1465 5.6749
H 3.4294 1.7567 2.1730
H 5.0882 1.9848 2.8258
H 5.0899 -0.1510 1.8370
H 3.7336 -0.5299 2.6015
H 2.0132 -2.7753 3.5216
H 0.0836 -3.7398 2.4833
C -2.3926 5.6373 -3.0128
C -1.5503 4.6275 -3.4670
C -0.9030 3.8030 -2.5619
C -1.0864 3.9920 -1.1966
C -1.9148 5.0223 -0.7404
C -2.5741 5.8352 -1.6531
C -2.0863 5.2716 0.7168
O -2.8056 6.1607 1.1171
C -1.3449 4.4058 1.6773
C -1.4436 4.6542 3.0428
C -0.7676 3.8477 3.9443
C 0.0007 2.7821 3.4829
C 0.1032 2.5358 2.1283
C -0.5577 3.3505 1.2188
C -0.4027 3.0908 -0.2372
O 0.2774 2.1582 -0.6285
H -2.9043 6.2746 -3.7223
H -1.4013 4.4832 -4.5293
H -0.2528 3.0146 -2.9169
H -3.2254 6.6244 -1.3018
H -2.0444 5.4804 3.3994
H -0.8391 4.0460 5.0059
H 0.5230 2.1458 4.1872
H 0.7054 1.7064 1.7785
C -6.4357 -2.2037 -7.3826
C -5.2841 -2.7166 -7.9717
C -4.0536 -2.5417 -7.3605
C -3.9667 -1.8428 -6.1626
C -5.1200 -1.3078 -5.5833
C -6.3543 -1.5006 -6.1920
C -5.0415 -0.5156 -4.3264
O -6.0421 -0.0532 -3.8187
C -3.7051 -0.2944 -3.7077
C -3.6033 0.4898 -2.5645
C -2.3681 0.6928 -1.9722
C -1.2272 0.1060 -2.5128
C -1.3242 -0.6724 -3.6547
C -2.5598 -0.8675 -4.2612
C -2.6415 -1.6777 -5.5079
O -1.6460 -2.1872 -5.9809
H -7.3974 -2.3493 -7.8576
H -5.3488 -3.2552 -8.9084
H -3.1594 -2.9453 -7.8167
H -7.2496 -1.0977 -5.7375
H -4.4892 0.9444 -2.1405
H -2.2917 1.3080 -1.0855
H -0.2644 0.2608 -2.0443
H -0.4378 -1.1257 -4.0788


# 2
A molecular structure, C40H35As2Cl2N3O11W. Source: OMol25; level of theory: ωB97M-V/def2-TZVPD.

For the energy above the lowest of the compared OMol25 structures with the same formula, charge and spin, the calculation gives 26.61 kcal per mole. For the HOMO energy (alpha / beta), the calculation gives -12.756 / -13.070 eV. The total energy comes out at -7995.6544 a.u. As for the total charge: +2. The value obtained for the LUMO energy (alpha / beta) is -6.5 / -7.6 eV. Its multiplicity is 3.

CARTESIAN COORDINATES (ANGSTROEM)
W 0.4145 -0.1610 -0.8634
C 1.3817 1.7061 1.7498
O 0.3163 1.2424 0.8902
C -1.0000 1.5029 1.2745
C -1.3806 1.8842 2.5420
C -2.7360 2.0927 2.7761
C -3.6676 1.9114 1.7648
C -3.2639 1.5259 0.4955
C -1.9171 1.3236 0.2507
N -1.3771 0.9227 -1.0175
N -2.1270 1.2628 -2.0065
C -1.7939 1.0672 -3.2730
C -0.5673 0.4783 -3.6777
O 0.2707 -0.0333 -2.8066
C -0.2183 0.4375 -5.0349
C -1.0898 0.9104 -5.9709
C -2.3562 1.4627 -5.6338
C -3.2328 1.9251 -6.6336
C -4.4460 2.4634 -6.2915
C -4.8097 2.5560 -4.9408
C -3.9679 2.1122 -3.9470
C -2.7278 1.5531 -4.2784
H 1.3770 1.1364 2.6785
H 2.3043 1.5404 1.2047
H 1.2361 2.7661 1.9489
H -0.6600 2.0266 3.3338
H -3.0598 2.3956 3.7621
H -4.7179 2.0665 1.9668
H -3.9784 1.3720 -0.3000
H 0.7279 -0.0011 -5.3127
H -0.8164 0.8559 -7.0180
H -2.9354 1.8512 -7.6718
H -5.1198 2.8183 -7.0586
H -5.7669 2.9841 -4.6750
H -4.2567 2.1918 -2.9093
Cl -1.9912 -2.1898 3.1123
C -0.2988 -2.1918 2.8329
C 0.5802 -2.7649 3.7283
C 1.9741 -2.8155 3.4813
Cl 2.9640 -3.5990 4.6461
C 2.5245 -2.2773 2.3427
C 3.9229 -2.3026 1.9397
C 4.2779 -1.9116 0.7152
C 3.2889 -1.4163 -0.2990
N 1.9887 -1.0995 0.2918
C 1.6253 -1.6385 1.4491
C 0.2015 -1.6108 1.6647
O -0.5250 -1.1451 0.6858
H 0.1963 -3.2094 4.6366
H 4.6625 -2.6530 2.6462
H 5.3141 -1.9392 0.4035
H 3.6688 -0.4995 -0.7515
C -1.8026 -4.6251 -4.6596
O -2.0488 -3.5100 -3.7830
C -1.1284 -2.8671 -3.1154
O -1.4749 -2.0831 -2.2437
C 0.3659 -3.0519 -3.2836
C 1.1213 -3.1956 -4.3737
As 3.1231 -3.1894 -4.3384
C 3.3696 -2.0019 -5.8716
C 3.2999 -1.9091 -2.8779
C 3.0118 -2.4414 -1.5003
As 1.0336 -2.5802 -1.5254
C 0.2750 -3.9632 -0.4083
C 3.7951 -3.7312 -1.2489
O 4.8990 -3.9122 -1.6732
O 3.1307 -4.5661 -0.4519
C 3.8792 -5.7337 -0.0321
C 3.4972 -0.6505 -3.1941
O 3.6988 0.4261 -3.5562
O 1.9222 0.9618 -1.0912
C 1.7859 2.3139 -1.5405
C 0.5115 -3.2625 -5.7480
O -0.1332 -2.3355 -6.1574
O 0.7783 -4.3005 -6.5359
C 1.4587 -5.4769 -6.0658
H -1.7745 -4.2759 -5.6874
H -2.6472 -5.2914 -4.5180
H -0.8825 -5.1392 -4.3849
H 3.1133 -2.5476 -6.7789
H 4.4237 -1.7322 -5.9183
H 2.7586 -1.1040 -5.8045
H 0.3923 -4.9150 -0.9216
H -0.7750 -3.7189 -0.2609
H 0.8073 -4.0068 0.5371
H 3.2137 -6.2864 0.6221
H 4.7775 -5.4231 0.4960
H 4.1557 -6.3267 -0.9002
H 1.4240 2.9568 -0.7358
H 1.0997 2.3769 -2.3883
H 2.7673 2.6577 -1.8622
H 1.0673 -6.3019 -6.6530
H 1.2692 -5.6594 -5.0079
H 2.5289 -5.3842 -6.2449


# 3
A molecular structure, C40H35Br2Cl2NO6P2Pb. Source: OMol25; level of theory: ωB97M-V/def2-TZVPD.

For the energy above the lowest of the compared OMol25 structures with the same formula, charge and spin, the calculation gives 44.76 kcal per mole. For the HOMO energy (alpha / beta), the calculation gives -12.811 / -12.787 eV. The total energy comes out at -8994.6239 a.u. As for the total charge: +2. The value obtained for the LUMO energy (alpha / beta) is -8.7 / -8.4 eV.

CARTESIAN COORDINATES (ANGSTROEM)
Pb 0.8614 1.2647 -0.2280
C -0.8671 -2.3410 -0.3167
N -2.1364 -1.6087 -0.1075
C -2.1789 -0.5137 0.8508
P -2.0016 1.2103 0.1186
C -2.8531 2.3104 1.2370
C -4.0554 1.9739 1.8668
C -4.6803 2.8976 2.6852
C -4.1120 4.1524 2.8764
C -2.9224 4.4902 2.2520
C -2.2871 3.5693 1.4334
C -2.7889 1.2279 -1.4859
C -2.2353 0.4662 -2.5220
C -2.7947 0.4949 -3.7857
C -3.9008 1.3022 -4.0291
C -4.4373 2.0838 -3.0149
C -3.8851 2.0541 -1.7439
C -3.2394 -1.9803 -0.7927
C -4.4775 -1.2704 -0.6604
C -5.5704 -1.6387 -1.3956
C -5.4990 -2.7249 -2.2743
C -4.3110 -3.4580 -2.3939
C -3.2023 -3.1087 -1.6741
P 0.6907 -1.5515 0.3422
C 0.9112 -2.3189 1.9564
C 0.8461 -3.7136 2.0692
C 1.0116 -4.3129 3.3031
C 1.2489 -3.5278 4.4284
C 1.3342 -2.1506 4.3149
C 1.1705 -1.5384 3.0782
C 1.9215 -2.2267 -0.7916
C 3.0816 -2.8292 -0.3158
C 4.0782 -3.1994 -1.2089
C 3.9270 -2.9624 -2.5663
C 2.7788 -2.3418 -3.0453
C 1.7844 -1.9670 -2.1581
H -0.7334 -2.4936 -1.3858
H -0.9635 -3.3199 0.1606
H -1.3786 -0.6146 1.5873
H -3.1170 -0.5436 1.4015
H -4.5253 1.0085 1.7239
H -5.6084 2.6407 3.1758
H -4.5995 4.8664 3.5256
H -2.4746 5.4595 2.4162
H -1.3421 3.8270 0.9716
H -1.3528 -0.1411 -2.3470
H -2.3646 -0.0926 -4.5849
H -4.3345 1.3352 -5.0191
H -5.2854 2.7238 -3.2151
H -4.3051 2.6655 -0.9556
H -4.5621 -0.4242 0.0001
H -6.4937 -1.0871 -1.2930
H -6.3671 -3.0101 -2.8516
H -4.2740 -4.3166 -3.0488
H -2.3131 -3.7109 -1.7585
H 0.6963 -4.3381 1.1951
H 0.9689 -5.3899 3.3894
H 1.3806 -3.9993 5.3924
H 1.5395 -1.5432 5.1855
H 1.2678 -0.4666 2.9889
H 3.2180 -2.9972 0.7441
H 4.9772 -3.6714 -0.8376
H 4.7076 -3.2557 -3.2547
H 2.6656 -2.1479 -4.1028
H 0.8995 -1.4658 -2.5424
O 2.0822 2.1601 3.2625
Cl 0.8959 2.5773 2.6086
O 0.0916 3.4318 3.4010
O 0.1065 1.3722 2.1978
O 1.2168 3.2157 1.3053
Br 0.0039 4.2388 -1.8812
C 1.4679 3.5969 -2.9499
Br 1.2217 1.7500 -3.4841
H 2.3752 3.6392 -2.3583
H 1.5220 4.1850 -3.8578
Cl 9.3834 1.4567 1.1960
C 7.6764 1.3780 0.9214
C 7.2060 0.9274 -0.3038
C 5.8403 0.8739 -0.5244
C 4.9649 1.2497 0.4869
C 5.4413 1.6898 1.7156
C 6.8069 1.7655 1.9311
C 3.5021 1.1785 0.2636
O 2.9833 1.8928 -0.6687
O 2.7558 0.4481 0.9557
H 7.9059 0.6330 -1.0723
H 5.4623 0.5417 -1.4827
H 4.7515 1.9736 2.4998
H 7.1999 2.1140 2.8751


# 4
A molecular structure, C40H35CrN5O4. Source: OMol25; level of theory: ωB97M-V/def2-TZVPD.

For the energy above the lowest of the compared OMol25 structures with the same formula, charge and spin, the calculation gives 36.59 kcal per mole. For the HOMO energy (alpha / beta), the calculation gives -8.362 / -8.361 eV. The total energy comes out at -3164.2209 a.u. As for the total charge: +1. The value obtained for the LUMO energy (alpha / beta) is -3.9 / -4.0 eV. Its multiplicity is 2.

CARTESIAN COORDINATES (ANGSTROEM)
Cr -1.2810 0.7043 1.1070
C -1.9259 -4.3427 1.9586
C -0.8527 -4.4715 2.7587
C -0.1872 -3.3431 3.3256
C -0.5028 -2.0637 2.9188
N -1.6092 -1.9209 2.1519
C -2.5293 -3.0003 1.7927
C 0.3139 -0.8856 3.1960
C 1.4999 -1.0152 3.9262
C 2.2807 0.0984 4.1857
C 1.8349 1.3317 3.7502
C 0.6235 1.4147 3.0664
N -0.1002 0.3185 2.7448
C 0.0647 2.6922 2.6655
C 0.3870 3.8707 3.3408
C -0.2041 5.0564 2.9660
C -1.1308 5.0306 1.9217
C -1.3979 3.8258 1.3098
N -0.8235 2.6701 1.6509
H -2.3831 -5.1814 1.4633
H -0.4289 -5.4443 2.9508
H 0.6256 -3.5352 4.0016
H -3.4686 -2.9269 2.3574
H 1.8258 -1.9821 4.2713
H 3.2108 0.0069 4.7254
H 2.4281 2.2159 3.9156
H 1.0625 3.8426 4.1776
H 0.0317 5.9746 3.4762
H -1.6356 5.9303 1.6044
H -2.1147 3.7786 0.4982
N -2.3543 1.2087 -0.8130
C -3.8007 0.9396 -0.8846
C -4.5438 1.5141 0.3204
C -4.1022 0.7085 1.5627
O -4.8195 -0.1194 2.0706
O -2.9008 0.9876 1.9217
H -2.2053 2.1959 -1.0190
H -1.8968 0.6871 -1.5588
H -3.9502 -0.1427 -0.8934
H -4.2155 1.3533 -1.8139
H -5.6169 1.3926 0.1815
H -4.3117 2.5727 0.4575
C -1.8351 -1.2306 0.9684
C -2.6344 -2.2487 0.4628
C -3.1987 -2.6687 -0.7725
C -4.1290 -3.7225 -0.8006
C -4.5964 -4.2186 -1.9991
C -4.1599 -3.6757 -3.1994
C -3.2523 -2.6264 -3.1913
C -2.7664 -2.1346 -1.9993
H -4.4831 -4.1418 0.1292
H -5.2887 -5.0484 -2.0089
H -4.5125 -4.0736 -4.1379
H -2.9033 -2.2069 -4.1231
H -2.0113 -1.3614 -2.0023
C 1.4051 0.7437 -3.6511
O 2.2174 1.4204 -2.7220
C 3.5439 1.5797 -2.9900
C 4.1270 1.3457 -4.2263
C 5.4725 1.6009 -4.4319
C 6.2563 2.1026 -3.4083
C 5.6933 2.3347 -2.1672
C 4.3501 2.0633 -1.9377
N 3.7859 2.3400 -0.6825
C 2.8007 1.6281 -0.1091
C 2.5577 0.2724 -0.3788
C 3.5836 -0.6075 -0.8030
C 3.3292 -1.9196 -1.0944
C 2.0169 -2.4082 -1.0363
C 0.9932 -1.5915 -0.6273
C 1.2260 -0.2585 -0.2315
O 0.2589 0.4630 0.2243
H 0.4580 0.5807 -3.1375
H 1.8309 -0.2261 -3.9193
H 1.2356 1.3384 -4.5535
H 3.5242 0.9853 -5.0438
H 5.9010 1.4134 -5.4030
H 7.2985 2.3190 -3.5746
H 6.2955 2.7204 -1.3582
H 4.0533 3.2222 -0.2653
H 2.1409 2.1585 0.5663
H 4.5976 -0.2364 -0.8445
H 4.1395 -2.5824 -1.3580
H 1.8075 -3.4329 -1.3042
H -0.0209 -1.9607 -0.5658


# 5
A molecular structure, C40H35F5GaNOP2S. Source: OMol25; level of theory: ωB97M-V/def2-TZVPD.

For the HOMO energy, the calculation gives -12.626 eV. The total energy comes out at -5179.7710 a.u. As for the total charge: +2. The value obtained for the LUMO energy is -6.6 eV.

CARTESIAN COORDINATES (ANGSTROEM)
Ga 1.0346 -1.1152 1.2819
C 2.6968 -0.8371 3.0137
C 1.7703 -0.0805 3.7616
C 1.7348 1.2983 3.6184
C 2.6077 1.9251 2.7373
C 3.5261 1.1899 1.9951
C 3.5807 -0.1894 2.1274
H 2.8308 -1.8863 3.2449
H 1.1465 -0.5758 4.4960
H 1.0700 1.8898 4.2341
H 2.5967 3.0052 2.6555
H 4.2289 1.7000 1.3504
H 4.3420 -0.7610 1.6116
C -3.4388 0.6688 -5.3110
S -4.2840 0.6192 -3.7126
C -3.1801 1.6771 -2.7417
C -2.0590 0.8644 -2.1009
C -1.2026 1.7238 -1.1684
N -0.2955 0.9498 -0.2468
P 1.1874 0.2924 -0.7521
C 0.9556 -0.3903 -2.3882
C 1.3326 0.3338 -3.5219
C 1.0360 -0.1701 -4.7795
C 0.3903 -1.3937 -4.9073
C 0.0528 -2.1332 -3.7791
C 0.3371 -1.6370 -2.5188
C 2.3899 1.6072 -0.9453
C 3.6705 1.1986 -1.3350
C 4.6737 2.1381 -1.5078
C 4.4044 3.4849 -1.2816
C 3.1355 3.8892 -0.8870
C 2.1260 2.9505 -0.7127
P -0.9035 0.3696 1.2123
C -2.4859 -0.4006 0.9613
C -3.6765 0.2938 1.1762
C -4.8829 -0.3367 0.9114
C -4.9006 -1.6476 0.4518
C -3.7129 -2.3452 0.2537
C -2.5043 -1.7266 0.5148
C -1.1255 1.7226 2.3506
C -1.6655 1.3938 3.6005
C -1.8211 2.3789 4.5622
C -1.4301 3.6845 4.2816
C -0.8873 4.0071 3.0431
C -0.7262 3.0254 2.0756
H -4.1010 0.1893 -6.0288
H -2.4943 0.1267 -5.2760
H -3.2759 1.7025 -5.6111
H -3.8085 2.1464 -1.9812
H -2.7892 2.4547 -3.4012
H -1.4421 0.4208 -2.8824
H -2.5062 0.0456 -1.5401
H -1.8567 2.3272 -0.5352
H -0.5797 2.4021 -1.7526
H 1.8445 1.2827 -3.4284
H 1.3164 0.3926 -5.6611
H 0.1583 -1.7792 -5.8926
H -0.4217 -3.1009 -3.8828
H 0.0874 -2.2140 -1.6386
H 3.8702 0.1456 -1.5114
H 5.6635 1.8269 -1.8182
H 5.1855 4.2219 -1.4217
H 2.9300 4.9395 -0.7203
H 1.1352 3.2688 -0.4166
H -3.6638 1.3150 1.5382
H -5.8128 0.1943 1.0725
H -5.8464 -2.1351 0.2521
H -3.7336 -3.3702 -0.0931
H -1.5722 -2.2627 0.3673
H -1.9565 0.3695 3.8124
H -2.2411 2.1331 5.5298
H -1.5554 4.4577 5.0301
H -0.5841 5.0253 2.8326
H -0.3059 3.2737 1.1105
F 1.4035 -7.7102 2.4521
C 1.3200 -6.4896 1.9534
C 1.1068 -5.4133 2.7982
F 0.9799 -5.5907 4.1041
C 1.0220 -4.1575 2.2452
F 0.7954 -3.0577 3.0215
C 1.1555 -3.9231 0.8844
O 1.0958 -2.6643 0.3962
C 1.3384 -5.0134 0.0562
F 1.4155 -4.8286 -1.2606
C 1.4297 -6.2879 0.5879
F 1.6185 -7.3191 -0.2162